Entry 1:
This record from the Open Molecules 2025 dataset describes a 2-piece molecular cluster, C28H30BCl2F3O2 overall. The level of theory is the ωB97M-V functional and the def2-TZVPD basis.

For the LUMO energy, the calculation gives -0.1382 hartree. For the molecular weight, the calculation gives 537.26 g/mol. As for the HOMO energy: -6.751 eV. As for the gap between HOMO and LUMO: 2.99 eV.

Structure (XYZ):
```
66
Properties=species:S:1:pos:R:3:lowdin_charge:R:1
C 2.4083 -0.4335 1.0029 -0.018
C 2.0636 1.0243 1.1502 -0.462
C 1.1257 1.0933 2.3405 -0.016
C 3.2987 2.0383 1.1759 -0.474
C 3.7525 2.4133 2.5744 -0.016
C 4.5803 1.5954 0.4761 -0.023
O 2.8573 3.1712 0.4695 0.049
B 1.7492 2.7181 -0.3370 -0.870
C 0.6191 3.8721 0.0710 -0.073
C -0.7266 3.5291 0.1443 -0.036
C -1.6372 4.3716 0.8097 -0.018
C -1.1644 5.5353 1.4034 -0.154
C -2.0768 6.3611 2.2938 -0.517
F -1.4084 6.7484 3.4289 0.102
F -2.4841 7.5005 1.6518 0.106
F -3.2027 5.6827 2.6767 0.102
C 0.1458 5.9683 1.1853 -0.014
C 1.0375 5.1321 0.4916 -0.015
C 2.0580 2.4610 -1.9866 -0.124
C 0.7867 2.5258 -2.7867 -0.139
O 1.3031 1.4159 0.0062 0.054
H 3.1010 -0.7802 1.7809 0.105
H 1.4926 -1.0406 1.0464 0.099
H 2.8460 -0.5747 0.0152 0.049
H 1.6167 0.6955 3.2343 0.087
H 0.7661 2.1099 2.5209 0.098
H 0.2642 0.4532 2.1134 0.094
H 4.1578 1.5077 3.0487 0.088
H 4.5576 3.1606 2.5271 0.095
H 2.9328 2.8054 3.1849 0.088
H 5.1565 0.8923 1.0977 0.080
H 4.3743 1.1473 -0.5064 0.066
H 5.2243 2.4767 0.3093 0.114
H -1.0909 2.5848 -0.2680 0.116
H -2.6900 4.0998 0.8966 0.112
H 0.4673 6.9349 1.5742 0.116
H 2.0683 5.4625 0.3497 0.116
H 2.7183 3.2870 -2.2634 0.094
H 2.5788 1.5158 -2.1540 0.055
H 1.0072 2.7258 -3.8394 0.058
H 0.1613 1.6218 -2.7266 0.073
H 0.1700 3.3765 -2.4694 0.069
Cl 9.9892 -1.2715 -1.4559 0.730
C 8.3468 -0.9899 -1.8184 -0.666
C 7.8835 -1.1032 -3.1478 -0.080
C 6.5367 -0.8962 -3.4374 0.004
C 5.5866 -0.7072 -2.3874 -0.191
C 4.1543 -0.6948 -2.6157 0.131
C 3.2879 -1.6901 -2.0527 -0.193
C 1.9925 -1.9231 -2.6110 0.033
C 1.1967 -2.9686 -2.1564 -0.063
C 1.5821 -3.7150 -1.0243 -0.636
Cl 0.6251 -5.0353 -0.5043 0.758
C 2.7767 -3.4165 -0.3598 -0.079
C 3.6425 -2.4852 -0.9161 -0.006
C 6.0996 -0.6256 -1.0689 -0.051
C 7.4523 -0.7164 -0.7777 -0.067
H 8.5929 -1.3521 -3.9306 0.110
H 6.1802 -0.9348 -4.4718 0.125
H 3.7641 -0.1185 -3.4691 0.140
H 1.6749 -1.3174 -3.4681 0.136
H 0.2949 -3.2614 -2.6926 0.117
H 3.0493 -3.9409 0.5513 0.123
H 4.5964 -2.3385 -0.4246 0.115
H 5.4139 -0.5027 -0.2349 0.074
H 7.8018 -0.6337 0.2485 0.119
```

Entry 2:
This record from the Open Molecules 2025 dataset describes C28H30CdN3O2STe as an isolated structure. The level of theory is the ωB97M-V functional and the def2-TZVPD basis.

For the LUMO energy, the calculation gives -0.0914 hartree. For the molecular weight, the calculation gives 712.65 g/mol. The energy above the lowest of the compared OMol25 structures with the same formula, charge and spin is 4.6 kcal per mole. As for the total charge: +1. As for the HOMO energy: -11.192 eV. As for the gap between HOMO and LUMO: 8.70 eV.

Structure (XYZ):
```
66
Properties=species:S:1:pos:R:3:lowdin_charge:R:1
Cd -0.2495 0.4923 0.2186 1.255
O 0.7606 0.1003 -3.7002 0.042
C 0.8195 0.3491 -2.5015 -0.530
N 0.5971 -0.4809 -1.4614 -0.124
C 0.0058 -1.7550 -1.8041 -0.189
C -1.4673 -1.8303 -1.4264 -0.249
C -2.2228 -2.9385 -1.7992 -0.008
C -3.5706 -2.9738 -1.5134 -0.041
C -4.1537 -1.8912 -0.8616 -0.057
C -3.3425 -0.8412 -0.5070 -0.172
N -2.0250 -0.8118 -0.7634 0.011
C 1.1578 1.7838 -2.1102 -0.199
C 1.9765 2.5208 -2.9487 0.013
C 2.2742 3.8290 -2.6169 -0.027
C 1.7139 4.3803 -1.4715 -0.047
C 0.8864 3.5941 -0.7011 -0.154
N 0.6163 2.3164 -1.0009 -0.004
H 0.5384 -2.5708 -1.3160 0.122
H 0.0757 -1.9161 -2.8768 0.119
H -1.7441 -3.7499 -2.3333 0.126
H -4.1731 -3.8242 -1.8118 0.118
H -5.2124 -1.8661 -0.6421 0.112
H -3.7522 0.0330 -0.0141 0.106
H 2.3504 2.0477 -3.8465 0.128
H 2.9230 4.4216 -3.2502 0.119
H 1.9063 5.4065 -1.1857 0.114
H 0.3989 3.9965 0.1762 0.100
C 1.5516 3.0717 2.7683 -0.436
Te 1.7421 0.9932 2.3363 1.182
C 1.0400 0.4082 4.2484 -0.427
H 1.9494 3.2306 3.7674 0.011
H 0.5084 3.3694 2.7249 -0.012
H 2.1440 3.6307 2.0483 -0.006
H 1.7430 0.7962 4.9811 0.014
H 1.0312 -0.6796 4.2802 -0.003
H 0.0390 0.8052 4.4007 -0.016
O -1.1318 -0.5407 2.1832 -0.717
S -2.2168 -1.5406 2.5641 0.966
C -3.5468 -0.5701 3.3445 -0.252
C -3.0409 0.4683 4.3027 -0.276
C -3.1118 0.2595 5.6783 -0.042
C -2.6268 1.2142 6.5644 -0.058
C -2.0762 2.3952 6.0819 -0.072
C -2.0218 2.6210 4.7115 -0.084
C -2.4968 1.6615 3.8280 -0.061
C -1.5684 -2.3476 4.0370 -0.281
C -2.5449 -3.3502 4.6038 -0.287
C -2.8583 -3.3143 5.9581 -0.054
C -3.7425 -4.2367 6.5018 -0.063
C -4.3301 -5.1998 5.6939 -0.071
C -4.0220 -5.2464 4.3402 -0.066
C -3.1301 -4.3304 3.7975 -0.053
H -4.1962 -1.3132 3.8157 0.107
H -4.0760 -0.1270 2.5030 0.088
H -3.5650 -0.6513 6.0571 0.106
H -2.6922 1.0410 7.6333 0.112
H -1.7093 3.1461 6.7727 0.111
H -1.6206 3.5556 4.3326 0.105
H -2.4638 1.8465 2.7619 0.107
H -1.3164 -1.5564 4.7455 0.086
H -0.6496 -2.8173 3.6813 0.108
H -2.3993 -2.5648 6.5955 0.112
H -3.9715 -4.2040 7.5595 0.111
H -5.0186 -5.9216 6.1194 0.111
H -4.4714 -6.0003 3.7054 0.110
H -2.8758 -4.3873 2.7433 0.107
```